[1]
Here is a molecular structure, C35H90N7O15V in a non-equilibrium geometry from the OMol25 dataset. Energies are from ωB97M-V/def2-TZVPD.

```
148
Properties=species:S:1:pos:R:3:forces:R:3
O 4.186 -0.167 0.708 -1.082 0.893 -0.530
V 3.082 0.974 0.434 0.423 -0.029 0.972
O 3.786 2.376 0.772 -0.674 -1.172 -0.899
O -0.937 0.563 0.456 0.663 -0.002 0.196
C 0.371 0.717 0.365 2.544 -0.499 -0.798
O 1.154 -0.248 0.362 0.451 -2.514 0.549
O 0.938 1.825 0.201 -0.726 2.182 0.307
H -1.168 1.495 0.469 -1.568 0.992 -0.264
C -2.445 3.796 -0.969 0.634 -0.335 0.405
O -2.222 2.945 0.168 -0.310 0.393 -0.651
C -2.742 3.417 1.396 0.387 0.149 0.742
C -2.021 4.620 1.949 0.317 0.634 -0.011
N -0.624 4.323 2.080 1.390 0.064 0.271
C 0.255 5.499 2.248 -1.258 -0.295 -0.418
C 0.385 6.342 0.975 0.728 0.102 1.181
O 1.126 5.596 0.051 0.805 0.418 -0.454
C 1.422 6.352 -1.098 -0.524 0.183 -1.194
H -1.986 3.294 -1.821 -0.221 -0.102 0.023
H -1.918 4.743 -0.854 -0.038 0.170 0.133
H -3.505 3.980 -1.144 -0.090 -0.108 0.062
H -2.496 2.633 2.111 -0.482 -0.341 0.003
H -3.813 3.617 1.359 -0.166 -0.228 -0.166
H -2.360 4.846 2.959 -0.543 -0.025 -0.083
H -2.158 5.507 1.330 -0.416 0.259 -0.231
H -0.294 3.818 1.271 0.188 -0.264 -0.234
H 1.231 5.169 2.605 0.150 -0.011 -0.381
H -0.130 6.132 3.048 -0.276 0.034 0.075
H 0.916 7.239 1.294 0.474 0.302 -0.184
H -0.531 6.740 0.538 -0.527 -0.404 0.009
H 2.249 5.987 -1.706 0.053 -0.696 0.481
H 1.649 7.413 -0.994 0.080 0.162 0.976
H 0.548 6.357 -1.750 -0.280 -0.109 -0.281
C 3.091 -0.127 3.659 1.716 0.195 -0.578
O 2.745 0.944 2.788 -1.251 0.765 0.083
C 2.061 1.996 3.506 -1.919 -0.093 -0.097
C 0.616 1.558 4.020 1.665 1.110 0.167
N 0.064 2.712 4.755 -0.952 -0.879 0.751
C -1.183 2.284 5.474 1.450 0.798 0.045
C -1.790 3.504 6.236 0.515 -0.608 -1.285
O -2.311 4.411 5.253 0.228 -0.023 -0.208
C -2.953 5.540 5.825 -0.263 -0.751 -0.179
H 3.535 0.315 4.551 -0.474 -0.128 0.428
H 3.952 -0.581 3.168 -0.206 -0.409 -0.133
H 2.339 -0.891 3.858 -0.311 0.372 -0.057
H 1.874 2.895 2.918 0.283 -0.468 -0.959
H 2.675 2.416 4.303 0.084 -0.698 0.461
H 0.744 0.700 4.680 -0.090 0.150 0.460
H -0.034 1.180 3.232 0.043 0.211 -0.568
H -0.255 3.450 4.144 0.355 -0.022 -0.813
H -0.788 1.500 6.120 -0.599 0.083 0.637
H -1.851 1.793 4.767 -0.611 0.203 0.050
H -0.979 4.002 6.765 0.095 -0.041 0.240
H -2.569 3.211 6.940 -0.168 -0.095 0.026
H -2.257 6.266 6.246 0.128 -0.213 0.480
H -3.668 5.104 6.522 -0.089 0.692 0.587
H -3.527 6.092 5.081 0.094 -0.322 -0.361
C -1.741 0.160 -6.791 -0.423 -1.066 0.982
O -1.942 -0.481 -5.512 0.315 -0.013 -0.176
C -1.435 0.178 -4.351 -0.428 -0.536 0.350
C -1.444 -0.793 -3.135 0.819 0.136 -2.313
N -0.691 -2.036 -3.499 -0.298 2.262 1.129
C -0.441 -2.710 -2.241 -0.709 -1.071 0.253
C -0.242 -4.180 -2.524 0.760 0.538 0.833
O -1.352 -4.575 -3.223 -1.891 -2.589 -1.155
C -1.250 -5.946 -3.753 0.449 1.438 -0.119
H -0.717 0.510 -6.918 -0.010 0.222 0.089
H -2.495 0.926 -6.972 0.185 0.380 0.144
H -1.936 -0.638 -7.507 0.140 0.071 -0.111
H -2.148 0.958 -4.083 0.235 0.680 -0.064
H -0.423 0.540 -4.528 0.057 0.223 -0.040
H -2.498 -0.937 -2.894 -0.133 -0.526 0.283
H -0.957 -0.328 -2.278 0.018 0.182 -0.059
H -1.311 -2.557 -4.103 0.133 -0.433 0.164
H -1.301 -2.622 -1.577 -0.619 -0.239 0.093
H 0.316 -2.296 -1.576 0.702 0.279 -0.693
H -0.191 -4.744 -1.592 0.421 -0.110 0.243
H 0.657 -4.322 -3.124 0.394 -0.143 -0.056
H -2.212 -6.416 -3.955 -0.195 0.577 0.225
H -0.684 -6.621 -3.111 0.070 0.215 0.295
H -0.719 -5.827 -4.698 0.102 -0.370 -0.138
C 5.174 2.022 -2.304 0.477 0.231 -0.234
C 3.639 2.064 -2.371 1.548 0.509 -1.762
C 3.182 2.132 -3.882 -0.109 0.225 1.410
O 1.783 2.067 -3.958 0.114 -2.132 -0.919
C 1.098 3.084 -3.349 -0.588 0.782 0.295
N 3.113 0.861 -1.782 -1.233 -0.418 1.549
H 5.640 1.998 -1.319 -0.606 0.006 0.301
H 5.662 2.856 -2.808 -0.335 0.261 -0.128
H 5.551 1.133 -2.810 -0.242 -0.180 -0.094
H 3.202 2.921 -1.858 0.281 0.013 0.122
H 3.558 1.260 -4.418 0.143 0.127 -0.100
H 3.455 3.072 -4.362 0.685 0.082 0.029
H 1.546 4.033 -3.644 -0.117 0.461 0.128
H 1.095 2.984 -2.264 -0.118 0.180 0.229
H 0.077 3.025 -3.727 -0.070 0.179 0.116
H 3.604 0.005 -1.995 1.441 -0.060 -0.254
H 2.265 0.650 -2.290 -1.122 0.253 0.473
C -3.431 -5.546 2.707 0.777 -0.212 0.141
C -2.111 -5.912 3.461 -0.997 -0.308 -0.963
C -1.145 -4.806 3.797 -0.883 1.129 -1.139
O -0.732 -4.069 2.607 0.251 -1.163 1.395
C 0.236 -3.105 2.956 -0.596 1.441 -0.436
N -2.503 -6.537 4.729 0.095 0.171 -0.373
H -4.008 -6.441 2.474 0.033 -0.378 0.501
H -3.263 -5.174 1.697 0.254 0.676 0.241
H -4.059 -4.912 3.333 0.078 0.258 -0.239
H -1.586 -6.614 2.814 0.237 -0.202 -0.169
H -0.310 -5.244 4.344 0.375 0.164 -0.092
H -1.687 -4.105 4.431 0.174 0.190 0.367
H 1.223 -3.450 3.262 0.001 -0.517 -0.242
H -0.119 -2.422 3.728 -0.298 -0.235 0.645
H 0.285 -2.403 2.123 0.562 -0.322 -0.421
H -1.661 -6.746 5.246 0.039 -0.291 0.259
H -2.939 -7.410 4.467 -0.114 -0.246 0.399
C 3.494 -2.887 -1.324 0.654 -0.322 0.483
C 4.656 -2.678 -2.286 -0.174 -0.274 -1.252
C 4.789 -3.762 -3.358 -0.265 -0.720 0.020
O 5.899 -3.563 -4.233 0.229 -0.605 -0.553
C 5.799 -4.398 -5.424 -0.043 -0.038 1.091
N 4.469 -1.440 -3.036 0.468 0.351 -0.160
H 3.889 -3.497 -0.513 -0.424 -0.076 0.214
H 2.601 -3.365 -1.728 0.181 -0.149 -0.392
H 3.162 -1.940 -0.896 0.223 0.002 0.089
H 5.632 -2.647 -1.803 -0.155 0.316 0.461
H 3.905 -3.701 -3.993 -0.527 -0.264 0.091
H 4.845 -4.744 -2.888 0.011 -0.324 -0.062
H 5.771 -5.467 -5.216 -0.174 -0.170 0.718
H 6.701 -4.335 -6.033 -0.217 0.868 -0.007
H 4.858 -4.189 -5.932 0.194 0.333 -0.405
H 5.154 -1.571 -3.766 0.551 0.819 -0.385
H 3.620 -1.549 -3.573 -0.678 -0.030 -0.013
C -4.705 -0.012 1.446 -1.180 -1.213 0.683
C -4.064 -1.401 1.502 -0.204 -0.608 -0.451
C -3.787 -2.091 0.147 -0.542 1.927 -0.438
O -4.929 -2.193 -0.733 0.863 -0.911 0.914
C -4.702 -3.207 -1.713 -0.712 0.229 0.832
N -2.793 -1.316 2.192 0.457 0.614 -0.005
H -4.993 0.221 2.471 0.711 0.494 0.282
H -5.716 -0.153 1.064 0.140 0.308 -0.944
H -4.141 0.792 0.972 -0.010 -0.202 -0.099
H -4.710 -2.042 2.102 -0.295 -0.073 -0.062
H -3.182 -2.978 0.332 -0.623 -0.713 -0.145
H -3.106 -1.413 -0.367 0.438 0.183 -0.162
H -4.762 -4.199 -1.263 0.156 -0.217 0.254
H -3.707 -3.108 -2.147 -0.166 0.111 -0.560
H -5.569 -3.145 -2.370 0.496 0.128 -0.531
H -2.222 -2.120 1.972 0.050 -0.575 0.269
H -2.314 -0.587 1.683 0.509 0.387 0.255
```
Positions in Å, forces in eV/Å.

Properties
**Energy relative to the best compared isomer or geometry (same formula, charge and spin)**: 0.00 kcal/mol

[2]
Here is C3H9NS2 in the gas phase in a non-equilibrium geometry from the OMol25 dataset. Energies are from ωB97M-V/def2-TZVPD.

```
15
Properties=species:S:1:pos:R:3:forces:R:3
N -2.493 -0.637 0.321 -0.682 -1.948 -0.093
C -1.037 -0.757 0.042 -0.104 0.945 -0.259
C -0.563 0.683 0.180 -0.071 0.412 0.657
C 0.930 0.932 -0.074 -0.687 1.327 -1.189
S 2.085 -0.289 0.541 1.376 0.895 -1.937
S 3.822 0.423 -1.043 -2.126 -1.156 2.364
H -3.001 -1.267 -0.304 0.123 0.414 -0.290
H -2.746 -1.107 1.207 0.633 0.683 -0.256
H -0.767 -1.066 -1.004 -0.660 -0.095 0.901
H -0.536 -1.410 0.737 0.220 -0.436 0.199
H -0.816 1.093 1.174 -0.154 -0.410 -0.265
H -1.254 1.182 -0.540 1.038 0.294 0.443
H 1.302 1.889 0.324 -0.584 -0.177 -0.027
H 0.994 1.049 -1.169 0.500 -0.489 0.341
H 4.080 -0.717 -0.392 1.178 -0.261 -0.590
```
Positions in Å, forces in eV/Å.

Properties
**Energy relative to the best compared isomer or geometry (same formula, charge and spin)**: 44.55 kcal/mol

[3]
Here is a molecular structure, C4H7NO in a non-equilibrium geometry from the OMol25 dataset. Energies are from ωB97M-V/def2-TZVPD.

```
13
Properties=species:S:1:pos:R:3:forces:R:3
C -1.394 -0.507 0.019 0.555 -2.086 0.273
N -1.618 0.870 0.268 0.606 0.591 -0.006
C -0.377 0.968 -0.501 0.441 0.790 -0.779
C 0.268 -0.380 -0.324 -3.232 -0.365 0.747
C 2.025 -0.023 0.351 2.272 0.616 0.736
O 0.947 -0.580 0.930 -0.600 0.031 -1.044
H -1.392 -1.189 0.880 -0.326 0.097 -0.126
H -1.933 -0.891 -0.845 -0.008 0.034 0.127
H -1.460 1.096 1.247 -0.016 -0.036 -0.105
H -0.537 1.279 -1.537 0.095 0.072 0.180
H 0.570 -1.088 -1.092 0.135 0.373 -0.020
H 2.961 -0.572 0.432 -0.097 0.163 -0.010
H 1.974 1.048 0.138 0.174 -0.281 0.026
```
Positions in Å, forces in eV/Å.

Properties
**Energy relative to the best compared isomer or geometry (same formula, charge and spin)**: 170.98 kcal/mol

[4]
Here is a gas-phase ion, CH2NO4P (charge -2) in a non-equilibrium geometry from the OMol25 dataset. Energies are from ωB97M-V/def2-TZVPD.

```
9
Properties=species:S:1:pos:R:3:forces:R:3
H 2.976 -0.290 0.026 -1.662 -0.731 -0.518
N 2.143 -0.938 -0.137 1.263 0.921 0.570
C 1.033 -0.312 0.031 -3.434 -0.033 0.775
O -0.186 -0.980 0.108 2.797 1.839 -0.569
P -1.526 0.279 -0.040 0.309 0.034 -0.511
O -2.739 -0.575 0.015 -1.092 -1.006 -0.040
O -1.196 0.883 -1.400 0.141 0.148 0.565
O -1.296 1.117 1.197 0.496 0.497 0.002
H 0.791 0.816 0.199 1.182 -1.670 -0.273
```
Positions in Å, forces in eV/Å.

Properties
**Energy relative to the best compared isomer or geometry (same formula, charge and spin)**: 21.05 kcal/mol
**Net charge**: -2

[5]
Here is 2 unconnected molecules or ions with the total composition C9H22FN2O2 in a non-equilibrium geometry from the OMol25 dataset. Energies are from ωB97M-V/def2-TZVPD.

```
36
Properties=species:S:1:pos:R:3:forces:R:3
C -2.119 -0.140 1.079 -0.620 0.009 0.378
C -1.445 -1.481 1.741 -0.056 -0.292 0.404
C 0.158 -1.673 1.400 -0.780 -0.777 -1.127
F 0.650 -2.815 2.209 -0.694 2.750 -1.458
C 1.049 -0.307 1.563 0.026 0.734 0.621
C 1.466 0.267 0.064 -0.587 -3.751 -0.298
N 2.229 1.572 0.117 -1.102 1.140 -0.616
C 2.618 2.036 1.502 1.624 0.996 2.155
C 3.038 0.845 2.547 -0.023 0.334 1.841
N 2.345 -0.480 2.325 -0.626 0.454 -0.867
H -2.010 0.735 1.865 -0.146 -1.560 -1.938
H -1.693 0.146 0.013 -0.711 -0.576 2.258
H -3.291 -0.309 0.929 2.659 0.295 0.406
H -2.066 -2.434 1.381 1.741 2.011 0.778
H -1.552 -1.425 2.928 0.252 -0.128 -2.618
H 0.256 -2.014 0.262 -0.124 0.517 2.489
H 0.388 0.478 2.140 0.906 -1.285 -1.319
H 0.549 0.271 -0.691 1.947 0.473 1.625
H 2.226 -0.541 -0.379 -1.672 1.735 1.095
H 3.059 1.532 -0.516 -0.801 -0.025 0.661
H 1.578 2.316 -0.275 1.200 -1.004 0.435
H 1.761 2.688 1.960 1.548 -1.430 -1.131
H 3.582 2.732 1.390 -2.317 -1.443 0.176
H 2.698 1.219 3.628 0.829 -0.261 -2.319
H 4.219 0.722 2.632 -2.600 0.142 -0.576
H 2.222 -1.027 3.211 0.063 0.885 -1.223
C -1.508 -0.856 -3.509 -0.214 0.121 0.076
C -2.975 -0.472 -3.351 0.133 0.011 -0.412
O -3.162 0.867 -3.814 0.206 -0.020 -0.209
O -0.689 0.056 -2.780 -0.073 0.551 0.463
H -1.322 -1.867 -3.137 0.038 0.141 -0.007
H -1.205 -0.799 -4.559 -0.171 -0.204 -0.096
H -3.265 -0.493 -2.296 0.034 0.063 -0.145
H -3.629 -1.142 -3.915 0.103 -0.180 0.139
H -3.053 0.858 -4.781 -0.143 0.088 0.475
H -1.109 0.934 -2.882 0.152 -0.516 -0.116
```
Positions in Å, forces in eV/Å.

Properties
**Net charge**: +1

[6]
Here is C6H6N2 in the gas phase in a non-equilibrium geometry from the OMol25 dataset. Energies are from ωB97M-V/def2-TZVPD.

```
14
Properties=species:S:1:pos:R:3:forces:R:3
C 2.669 -0.313 -0.157 -2.448 -0.315 2.290
C 1.476 0.399 -0.013 4.239 -1.079 0.084
C 0.307 -0.339 0.045 -3.704 -1.216 -0.220
N 0.216 -1.629 0.036 0.958 0.316 -0.143
N -1.135 -2.017 -0.024 1.567 -0.946 0.200
C -1.821 -0.972 -0.073 -5.347 -0.542 0.287
C -1.115 0.268 -0.010 2.748 -0.811 0.036
C -1.492 1.527 -0.040 -3.711 1.176 -0.507
H 2.490 -1.489 -0.040 0.797 2.756 -0.905
H 3.629 0.138 0.143 -0.431 -0.269 -0.799
H 1.286 1.426 0.239 0.929 0.619 -0.355
H -2.930 -1.234 0.018 1.383 1.294 -0.437
H -2.619 1.787 -0.244 2.122 -0.792 0.549
H -0.961 2.447 0.120 0.897 -0.191 -0.079
```
Positions in Å, forces in eV/Å.

Properties
**Energy relative to the best compared isomer or geometry (same formula, charge and spin)**: 76.60 kcal/mol

Number 1: E -104580.717 eV. Number 2: E -26415.745 eV. Number 3: E -7792.230 eV. Number 4: E -20040.106 eV. Number 5: E -19472.160 eV. Number 6: E -9295.423 eV.